# C18H21N5O2S

A single C18H21N5O2S molecule at a distorted geometry (the ωB97M-V functional and the def2-TZVPD basis, the Open Molecules 2025 dataset).

Element x y z (Å)
H1 -7.385 -0.323 -2.093
H2 3.232 -1.435 5.777
H3 3.290 -4.035 4.853
C1 -3.390 1.106 -2.369
N1 0.601 2.118 -0.383
H4 -2.164 -0.821 -5.537
N2 1.506 0.960 -2.268
H5 -5.816 -0.511 -1.303
C2 -2.035 0.911 -2.593
N3 -0.637 1.942 -0.757
H6 4.771 -3.055 4.883
H7 2.949 0.285 1.242
H8 -6.299 0.831 -4.007
C3 3.798 -3.061 2.958
H9 -4.566 -0.463 -5.119
C4 -4.300 0.608 -3.288
O1 3.955 -1.692 2.650
H10 -3.717 1.642 -1.491
H11 2.860 -3.446 2.531
C5 0.257 0.785 -2.646
H12 1.555 0.354 3.840
C6 3.759 -3.126 4.483
H13 1.379 -0.990 2.673
C7 2.885 2.838 0.988
C8 2.061 -0.231 3.068
C9 -6.317 -0.434 -2.265
H14 2.185 3.646 0.777
H15 -5.965 1.677 -2.490
N4 2.425 0.678 2.012
N5 -0.206 0.152 -3.742
C10 -5.775 0.761 -3.052
C11 1.597 1.646 -1.119
H16 -6.148 -1.358 -2.814
C12 -2.495 -0.288 -4.658
C13 2.332 2.011 2.146
H17 4.637 -3.598 2.514
H18 1.894 -2.075 4.813
C14 2.964 -1.862 4.814
C15 -0.850 1.285 -1.878
C16 3.307 -0.913 3.651
C17 -3.842 -0.082 -4.414
H19 0.364 -0.283 -4.449
H20 3.843 3.264 1.291
S1 3.220 1.942 -0.556
H21 4.018 -0.136 3.956
C18 -1.593 0.213 -3.740
O2 1.856 2.566 3.112

Cartesian forces, eV/Å:
-0.1 -0.1 0.1
-0.1 0.0 0.0
0.0 -0.1 0.0
0.1 -0.1 -0.2
0.6 0.3 0.6
0.0 -0.1 -0.1
-0.1 -0.1 -0.2
0.0 -0.1 0.1
-0.2 -0.2 -0.3
-1.1 -0.2 -0.5
0.0 0.0 0.0
-0.1 0.2 0.0
0.0 0.1 0.0
0.0 -0.4 0.1
-0.1 0.0 -0.1
-0.1 0.2 0.1
0.1 0.2 -0.2
-0.1 0.1 0.1
0.1 0.0 0.0
0.1 0.6 1.0
0.0 -0.1 0.0
0.0 0.1 -0.2
0.0 0.0 0.1
0.0 -0.1 -0.3
0.4 -0.1 0.2
-0.1 0.2 -0.1
0.1 -0.1 0.2
0.0 0.0 -0.1
0.2 -0.5 -0.1
0.3 -0.2 -0.3
0.0 -0.2 0.1
-0.3 -0.2 -0.3
0.0 -0.1 0.0
0.0 0.0 0.0
0.1 0.1 -0.5
-0.1 0.0 0.0
-0.1 0.0 0.0
0.1 0.0 -0.2
1.0 -0.2 -0.2
-0.4 0.4 0.2
0.2 0.0 0.0
0.0 0.0 0.1
0.0 0.0 0.0
0.4 0.2 0.1
-0.1 -0.1 0.0
-0.6 0.2 0.3
-0.1 0.3 0.3

Results
- Gap between HOMO and LUMO: 8.275 eV
- Highest occupied orbital energy: -8.42 eV
- Structure (SMILES): CCc1ccc2[nH]c3nc(SCC(=O)NC[C@H]4CCCO4)nnc3c2c1
- Largest force on an atom: 0.0240 Eh/bohr
- Total charge: 0



# C18H21NO

A single C18H21NO molecule at a distorted geometry (the ωB97M-V functional and the def2-TZVPD basis, the Open Molecules 2025 dataset).

Element x y z (Å)
H1 -0.679 1.434 1.957
H2 1.601 1.642 1.187
C1 -1.005 2.207 1.199
C2 -2.043 -1.742 0.170
H3 3.081 1.997 -0.061
C3 -2.642 0.977 -0.117
H4 -1.530 -3.684 0.294
C4 1.565 -2.356 -0.281
C5 1.374 -0.874 0.200
H5 4.135 -2.023 -2.383
C6 -2.934 -0.513 1.971
H6 0.660 3.397 -0.528
H7 3.787 0.579 -1.786
C7 -2.695 -1.607 2.871
H8 -2.742 0.407 -1.269
C8 2.487 -2.569 -1.309
C9 -0.344 1.548 -0.976
H9 1.070 -2.962 0.416
C10 3.321 -1.619 -1.691
C11 2.274 0.166 -0.369
H10 -3.372 1.443 0.399
H11 2.296 2.792 -2.273
H12 2.564 -3.653 -1.613
C12 1.455 2.401 -2.250
C13 3.113 -0.140 -1.385
H13 -3.058 -1.806 3.884
C14 -2.432 -0.528 0.812
H14 0.680 2.970 -2.946
C15 -2.371 -2.673 2.247
H15 0.660 -0.705 0.862
O1 -0.554 0.930 -1.860
C16 0.773 2.354 -1.058
N1 -1.283 1.528 -0.062
H16 -3.126 0.396 2.681
H17 -1.977 2.788 1.620
C17 -1.846 -2.706 0.922
H18 -2.057 -3.777 2.831
C18 1.965 1.350 -0.020
H19 1.458 1.390 -2.737
H20 -1.533 -1.566 -0.772
H21 -0.096 2.808 1.225

Cartesian forces, eV/Å:
-1.0 0.5 -0.3
1.0 -1.5 -3.5
-1.4 -0.4 2.3
1.0 8.7 -4.3
-3.3 -1.0 -0.1
5.6 -8.5 -3.6
-0.4 1.8 2.4
-0.3 7.5 1.6
6.0 -5.2 -6.1
-1.0 1.4 0.8
-0.7 2.4 9.6
0.5 -2.0 -0.8
0.4 0.4 -0.3
-3.0 1.7 1.1
-0.3 2.6 3.3
-2.1 -3.9 2.3
-1.2 4.7 6.4
-0.8 -1.7 -0.1
2.1 4.2 -2.6
-2.8 -10.9 -1.1
-2.3 2.2 1.0
7.8 3.9 0.0
0.4 1.4 0.1
-8.6 -3.2 -6.5
1.8 -5.4 -0.4
0.2 1.2 -0.1
-1.1 3.5 -7.5
1.9 -0.7 0.6
4.9 -9.2 -0.2
-2.9 1.1 3.1
-2.5 -10.0 -13.6
4.5 2.8 8.3
-2.3 3.5 5.6
-0.3 -0.8 -2.3
2.4 -1.2 -1.0
0.1 -9.2 1.9
-1.4 3.3 -1.3
-0.2 15.3 6.0
0.3 0.8 0.5
-0.5 -0.6 -0.5
-0.6 0.6 -0.6

Results
- Gap between HOMO and LUMO: 9.003 eV
- Highest occupied orbital energy: -8.35 eV
- Structure (SMILES): C[C@H](Cc1ccccc1)C(=O)N(C)Cc1ccccc1
- Largest force on an atom: 0.3309 Eh/bohr
- Total charge: 0



# C18H21NO6SSe2SnTe2

A molecular structure, C18H21NO6SSe2SnTe2 (the ωB97M-V functional and the def2-TZVPD basis, the Open Molecules 2025 dataset).

Element x y z (Å)
H1 2.755 4.277 0.418
Se1 -1.224 4.478 3.986
S1 0.704 -1.549 0.464
C1 2.520 -1.201 -1.545
H2 -1.231 -3.080 -1.026
Te1 -0.809 1.540 5.735
H3 0.124 -7.085 -0.307
C2 1.411 -4.165 0.812
H4 -4.619 1.644 1.924
H5 2.726 3.355 1.910
O1 -2.096 1.053 -0.512
O2 0.355 4.740 1.572
C3 0.630 -0.289 -3.368
H6 3.952 -0.915 -3.112
H7 2.273 -0.106 -4.734
O3 -3.365 -0.161 -1.894
C4 1.272 -5.535 0.619
H8 -0.808 -0.534 -1.790
H9 -5.266 0.753 -0.408
H10 1.157 3.574 -1.524
N1 -4.027 1.688 1.104
H11 2.207 -3.771 1.432
C5 1.043 2.607 -1.031
C6 0.225 -0.642 -2.088
C7 2.910 -0.845 -2.826
O4 -0.696 -1.034 0.660
O5 1.023 1.454 1.047
C8 -0.535 -3.778 -0.576
C9 1.228 2.771 0.466
H12 3.365 2.607 0.425
C10 0.109 3.668 1.042
Te2 -1.850 3.968 6.418
H13 -4.421 -0.322 0.700
H14 -0.108 0.075 -4.070
H15 1.794 1.919 -1.423
C11 1.180 -1.100 -1.198
H16 -1.480 -5.529 -1.359
C12 0.512 -3.306 0.205
C13 2.607 3.280 0.827
C14 0.235 -6.018 -0.161
H17 3.249 -1.546 -0.821
C15 -4.337 0.618 0.149
H18 0.050 2.216 -1.251
Se2 0.652 3.050 4.284
C16 -3.193 0.459 -0.862
O6 -1.078 3.158 0.928
H19 1.969 -6.219 1.085
Sn1 -1.567 1.197 1.512
H20 -4.133 2.605 0.685
C17 1.964 -0.390 -3.736
C18 -0.670 -5.143 -0.754
H21 1.316 1.506 1.969

Cartesian forces, eV/Å:
0.0 0.0 0.0
0.0 0.0 0.0
-0.1 0.0 0.0
0.0 0.0 0.0
0.0 0.0 0.0
0.0 0.0 0.0
0.0 0.0 0.0
0.0 0.0 0.0
0.0 0.0 0.0
0.0 0.0 0.0
0.2 -0.2 -0.2
0.0 0.0 -0.1
0.0 0.0 0.0
0.0 0.0 0.0
0.0 0.0 0.0
0.0 0.0 0.2
0.0 0.0 0.0
-0.1 0.0 0.1
0.0 0.1 0.0
0.0 0.0 0.0
-0.1 0.0 0.1
0.0 0.0 0.0
0.0 0.0 0.0
0.0 0.0 -0.1
0.0 0.0 0.0
0.1 -0.1 0.0
0.1 0.0 -0.1
0.0 0.0 0.0
0.0 0.0 0.0
0.0 0.0 0.0
-0.1 0.0 0.0
0.0 0.0 0.1
0.0 0.0 0.0
0.0 0.0 0.0
0.0 0.0 0.0
0.0 0.0 0.0
0.0 0.0 0.0
0.0 0.0 0.0
0.0 0.0 0.0
0.0 0.0 0.0
0.0 0.0 0.0
0.0 -0.1 -0.1
0.0 0.0 0.0
0.0 0.0 0.0
-0.1 0.1 -0.1
0.0 0.2 0.1
0.0 0.0 0.0
0.0 0.0 0.1
0.1 0.0 0.0
0.0 0.0 0.0
0.0 0.0 0.0
0.0 0.0 0.0

Results
- Gap between HOMO and LUMO: 6.314 eV
- Highest occupied orbital energy: -7.54 eV
- Largest force on an atom: 0.0067 Eh/bohr
- Total charge: 0



# C18H22AsF6IrNO4

A molecular structure, C18H22AsF6IrNO4 at a distorted geometry (the ωB97M-V functional and the def2-TZVPD basis, the Open Molecules 2025 dataset).

Element x y z (Å)
H1 -1.248 5.377 -1.908
F1 1.192 0.045 -2.990
H2 -2.409 -3.296 6.181
H3 -1.263 -4.553 5.713
H4 -0.972 0.675 4.269
C1 1.599 0.969 -0.231
H5 0.802 3.423 0.315
C2 -1.047 4.354 -2.179
H6 -1.344 -4.953 0.640
H7 0.070 -3.972 0.223
H8 -1.515 -3.491 -0.337
C3 -0.870 1.405 -4.375
H9 -1.234 0.443 -4.016
C4 -1.202 3.784 -3.416
F2 2.172 -0.347 -5.177
F3 2.246 -2.106 -3.495
As1 2.884 -0.519 -3.616
F4 4.391 -1.042 -4.212
H10 -1.688 -1.286 5.128
C5 -1.179 -3.151 1.775
F5 3.318 1.148 -3.657
H11 -0.714 4.287 0.582
H12 -0.067 0.737 2.749
C6 -1.741 -3.179 4.136
H13 -1.552 1.740 -5.156
O1 2.315 1.833 -0.955
H14 4.082 2.787 -1.163
H15 3.534 2.626 0.539
O2 1.878 0.605 0.878
C7 -2.111 -3.957 5.368
H16 0.116 1.249 -4.816
C8 -1.000 0.416 3.212
C9 -1.558 -1.805 4.185
H17 4.192 1.214 -0.326
Ir1 0.060 0.341 -1.268
C10 -0.832 2.417 -3.289
C11 -1.020 -1.755 1.850
O3 -1.024 0.205 0.437
N1 -0.455 2.161 -2.013
C12 -0.982 -3.935 0.504
H18 -1.696 -4.904 2.870
C13 -0.277 3.392 0.140
C14 3.622 2.134 -0.429
F6 3.362 -0.575 -1.962
O4 0.108 -1.482 -0.265
H19 -2.931 -4.645 5.164
C15 -1.553 -3.831 2.923
H20 -1.809 0.976 2.743
H21 -1.542 4.257 -4.323
C16 -1.206 -1.069 3.061
C17 -0.586 3.342 -1.308
C18 -0.633 -1.008 0.649
H22 -0.680 2.518 0.650

Cartesian forces, eV/Å:
0.0 0.0 0.2
-0.4 0.2 0.2
0.0 0.0 0.0
0.0 0.0 0.0
0.0 0.0 0.0
0.9 0.6 0.3
-0.1 0.0 0.1
1.2 -0.5 4.4
0.0 0.0 0.0
0.0 0.0 0.0
0.0 0.0 0.0
0.1 -0.1 -0.1
0.0 -0.1 0.0
0.4 -4.2 -2.6
0.0 0.0 0.1
0.0 0.0 0.1
0.1 0.1 -0.3
0.0 0.0 0.1
0.0 0.0 0.0
0.0 0.0 0.0
0.0 0.0 0.0
0.0 0.0 0.0
0.0 0.0 0.0
0.0 0.0 0.0
0.0 0.0 0.0
-0.3 -0.2 0.0
0.0 0.0 0.0
0.0 0.0 0.0
-0.4 -0.1 -0.3
0.0 0.0 0.0
-0.1 -0.1 0.0
0.0 0.0 0.0
0.0 0.0 0.0
0.0 0.0 0.0
-0.4 0.8 -0.7
-1.4 2.4 -2.9
0.0 0.1 -0.1
0.0 -0.1 -0.2
0.6 -0.6 1.5
0.0 0.0 0.0
0.0 0.0 0.0
0.1 0.3 0.2
0.1 0.0 0.1
0.0 -0.1 0.1
0.1 0.2 -0.4
0.0 0.0 0.0
0.0 0.0 0.0
0.0 0.0 0.0
0.0 -0.1 0.0
0.0 0.1 0.0
-0.5 1.7 0.0
-0.2 0.0 0.4
0.0 0.1 0.1

Results
- Gap between HOMO and LUMO (spin up / spin down): 7.766 / 4.580 eV
- Highest occupied orbital energy (spin up / spin down): -8.50 / -8.45 eV
- Multiplicity: 2
- Largest force on an atom: 0.0961 Eh/bohr
- Total charge: 0



- The highest largest force on an atom belongs to which entry?
  C18H21NO



Copy entry 3 word for word.
# C18H21NO6SSe2SnTe2

A molecular structure, C18H21NO6SSe2SnTe2 (the ωB97M-V functional and the def2-TZVPD basis, the Open Molecules 2025 dataset).

Element x y z (Å)
H1 2.755 4.277 0.418
Se1 -1.224 4.478 3.986
S1 0.704 -1.549 0.464
C1 2.520 -1.201 -1.545
H2 -1.231 -3.080 -1.026
Te1 -0.809 1.540 5.735
H3 0.124 -7.085 -0.307
C2 1.411 -4.165 0.812
H4 -4.619 1.644 1.924
H5 2.726 3.355 1.910
O1 -2.096 1.053 -0.512
O2 0.355 4.740 1.572
C3 0.630 -0.289 -3.368
H6 3.952 -0.915 -3.112
H7 2.273 -0.106 -4.734
O3 -3.365 -0.161 -1.894
C4 1.272 -5.535 0.619
H8 -0.808 -0.534 -1.790
H9 -5.266 0.753 -0.408
H10 1.157 3.574 -1.524
N1 -4.027 1.688 1.104
H11 2.207 -3.771 1.432
C5 1.043 2.607 -1.031
C6 0.225 -0.642 -2.088
C7 2.910 -0.845 -2.826
O4 -0.696 -1.034 0.660
O5 1.023 1.454 1.047
C8 -0.535 -3.778 -0.576
C9 1.228 2.771 0.466
H12 3.365 2.607 0.425
C10 0.109 3.668 1.042
Te2 -1.850 3.968 6.418
H13 -4.421 -0.322 0.700
H14 -0.108 0.075 -4.070
H15 1.794 1.919 -1.423
C11 1.180 -1.100 -1.198
H16 -1.480 -5.529 -1.359
C12 0.512 -3.306 0.205
C13 2.607 3.280 0.827
C14 0.235 -6.018 -0.161
H17 3.249 -1.546 -0.821
C15 -4.337 0.618 0.149
H18 0.050 2.216 -1.251
Se2 0.652 3.050 4.284
C16 -3.193 0.459 -0.862
O6 -1.078 3.158 0.928
H19 1.969 -6.219 1.085
Sn1 -1.567 1.197 1.512
H20 -4.133 2.605 0.685
C17 1.964 -0.390 -3.736
C18 -0.670 -5.143 -0.754
H21 1.316 1.506 1.969

Cartesian forces, eV/Å:
0.0 0.0 0.0
0.0 0.0 0.0
-0.1 0.0 0.0
0.0 0.0 0.0
0.0 0.0 0.0
0.0 0.0 0.0
0.0 0.0 0.0
0.0 0.0 0.0
0.0 0.0 0.0
0.0 0.0 0.0
0.2 -0.2 -0.2
0.0 0.0 -0.1
0.0 0.0 0.0
0.0 0.0 0.0
0.0 0.0 0.0
0.0 0.0 0.2
0.0 0.0 0.0
-0.1 0.0 0.1
0.0 0.1 0.0
0.0 0.0 0.0
-0.1 0.0 0.1
0.0 0.0 0.0
0.0 0.0 0.0
0.0 0.0 -0.1
0.0 0.0 0.0
0.1 -0.1 0.0
0.1 0.0 -0.1
0.0 0.0 0.0
0.0 0.0 0.0
0.0 0.0 0.0
-0.1 0.0 0.0
0.0 0.0 0.1
0.0 0.0 0.0
0.0 0.0 0.0
0.0 0.0 0.0
0.0 0.0 0.0
0.0 0.0 0.0
0.0 0.0 0.0
0.0 0.0 0.0
0.0 0.0 0.0
0.0 0.0 0.0
0.0 -0.1 -0.1
0.0 0.0 0.0
0.0 0.0 0.0
-0.1 0.1 -0.1
0.0 0.2 0.1
0.0 0.0 0.0
0.0 0.0 0.1
0.1 0.0 0.0
0.0 0.0 0.0
0.0 0.0 0.0
0.0 0.0 0.0

Results
- Gap between HOMO and LUMO: 6.314 eV
- Highest occupied orbital energy: -7.54 eV
- Largest force on an atom: 0.0067 Eh/bohr
- Total charge: 0



- The lowest largest force on an atom belongs to which entry?
  C18H21NO6SSe2SnTe2



- What is the total charge in the third record?
  0